[1]
# C19H15ClF2N

The ion C19H15ClF2N with charge +1 at a distorted geometry (ωB97M-V with the def2-TZVPD basis set, OMol25).

Atoms and positions in Å:
F 2.7261 -3.1015 -2.7936
C 1.7939 -2.1901 -2.3582
C 2.0774 -0.8310 -2.4728
C 1.1661 0.0657 -1.9314
C 0.0570 -0.3934 -1.2068
C -0.6448 0.6114 -0.3085
N -0.1835 0.3879 1.0505
C 1.2645 0.3144 1.3808
C 1.8699 -0.9253 1.4689
C 3.2658 -0.9840 1.5949
C 3.9946 0.2130 1.6263
Cl 5.7089 0.1497 1.7243
C 3.3492 1.4567 1.6595
C 1.9455 1.5044 1.5268
C -2.1557 0.7102 -0.2662
C -2.6842 1.9999 -0.1356
C -4.0166 2.1884 0.2149
C -4.7981 1.0574 0.4355
F -6.0890 1.2204 0.8725
C -4.3425 -0.2302 0.1801
C -3.0086 -0.3927 -0.2168
C -0.2764 -1.7492 -1.2393
C 0.5991 -2.6693 -1.8306
H 2.9807 -0.4832 -2.9766
H 1.3390 1.1441 -2.0016
H -0.2570 1.5948 -0.5585
H -0.5545 1.1004 1.6843
H -0.5394 -0.5159 1.3712
H 1.2766 -1.8438 1.4025
H 3.7819 -1.9412 1.6751
H 3.9299 2.3665 1.7923
H 1.4122 2.4591 1.5215
H -2.0337 2.8607 -0.3271
H -4.4383 3.1887 0.3076
H -5.0045 -1.0938 0.2650
H -2.6758 -1.3880 -0.4948
H -1.1854 -2.1298 -0.7791
H 0.3496 -3.7312 -1.8572

Cartesian forces (eV/Å) of the 2 atoms listed first:
-1.0 1.0 0.3
0.6 -0.7 -0.3

Its HOMO energy is -0.4608 Ha. For the lowest unoccupied orbital energy, the calculation gives -2.9 eV. Its SMILES is Fc1ccc(C([NH2+]c2ccc(Cl)cc2)c2ccc(F)cc2)cc1. As for the charge: +1. As for the spin multiplicity: 1. As for the strongest force on any atom: 3.3 eV/A.

[2]
# C5H14N3

A cluster of 2 separate species, C5H14N3 in total at a distorted geometry (ωB97M-V with the def2-TZVPD basis set, OMol25).

Atoms and positions in Å:
C 2.1790 -1.0410 -1.2226
N -0.8882 -2.3384 0.3494
C 0.3587 -1.9393 0.1395
N 0.7724 -1.4466 -0.9906
H 2.4807 -1.3990 -2.2022
H 2.7553 -1.5618 -0.4704
H 2.2084 0.0428 -1.1821
H -1.5811 -2.1286 -0.3579
H -1.2255 -2.3429 1.2890
H 1.0675 -2.0259 0.9540
H 0.0609 -1.1917 -1.6592
C -1.5670 1.2438 1.4091
C -0.5115 1.7220 0.4683
C 0.7578 1.9156 0.8388
N -0.9974 1.9403 -0.8609
H -1.9438 0.2495 1.1514
H -2.4108 1.9301 1.4864
H -1.1845 1.1112 2.4243
H 1.5051 2.2518 0.1348
H 1.0380 1.7315 1.8591
H -1.8921 2.4066 -0.7774
H -0.3241 2.5448 -1.3240

Cartesian forces (eV/Å) of the 2 atoms listed first:
-1.0 -0.4 -0.2
0.2 0.6 -0.5

Its HOMO energy is -0.4388 Ha. For the lowest unoccupied orbital energy, the calculation gives -3.4 eV. As for the charge: +1. As for the spin multiplicity: 1. As for the strongest force on any atom: 1.3 eV/A.

[3]
# C4H2HgO4

A structure of composition C4H2HgO4 at a distorted geometry (ωB97M-V with the def2-TZVPD basis set, OMol25).

Atoms and positions in Å:
O -2.0535 0.6897 -1.2775
C -1.2760 0.2443 -0.4336
O -1.4990 -0.3369 0.6325
O 0.1008 0.4703 -0.7821
O 3.1878 0.1050 0.9416
C 3.9166 -0.4010 1.6722
C 2.3113 0.4255 -0.1435
C 1.0201 0.1690 0.1062
Hg -3.6805 -0.1066 0.0946
H 2.8608 0.8677 -0.9667
H 0.6957 -0.2934 1.0439

Cartesian forces (eV/Å) of the 2 atoms listed first:
0.7 0.0 -0.2
1.1 0.5 -0.7

Its HOMO energy (alpha / beta) is -0.4563 / -0.5343 Ha. For the lowest unoccupied orbital energy (alpha / beta), the calculation gives -5.4 / -5.7 eV. As for the charge: +1. As for the spin multiplicity: 2. As for the expectation value of S²: 0.752. As for the strongest force on any atom: 2.6 eV/A.